Record 1
A 4-piece molecular cluster, C23H52N2O12S overall, computed with ωB97M-V/def2-TZVPD.

```
90
C23H52N2O12S | the OMol25 dataset | ωB97M-V/def2-TZVPD
S 0.937 1.586 3.650
O 3.761 -4.344 4.389
O -0.756 -0.598 -5.775
O -3.858 -0.765 -7.260
O -2.417 1.854 -6.541
O 2.387 2.326 -2.705
O -3.842 1.839 5.083
O 0.493 2.101 -0.307
O 2.486 -5.409 1.799
O -1.652 2.339 4.747
O 0.522 -3.762 3.460
O 1.362 1.439 6.257
O 0.042 4.654 -1.923
N -4.361 2.656 7.317
N -2.462 0.286 4.073
C 4.303 -4.316 3.080
C 0.763 0.171 6.395
C 0.342 1.599 -1.625
C 0.760 2.291 5.346
C 0.172 4.543 -0.516
C -0.682 2.701 5.709
C -4.144 2.272 6.236
C -2.379 1.148 -5.311
C -2.491 1.307 5.083
C 3.780 2.144 -2.594
C -2.416 1.124 -7.758
C 1.566 -5.847 2.786
C -0.203 -2.717 2.852
C -3.700 0.388 -8.068
C -5.195 -1.029 -6.900
C -1.040 0.533 -4.968
C 4.479 -5.163 5.284
C -1.261 4.984 -2.353
C 0.293 -5.035 2.878
C 1.630 1.194 -2.311
C 0.590 -0.675 -6.190
C 1.066 3.388 -0.122
C 3.225 -4.218 2.023
H -1.554 0.459 -7.825
H 4.249 3.121 -2.704
H 4.158 1.480 -3.380
H 1.279 -6.852 2.468
H -0.807 4.419 -0.041
H 0.933 0.277 -6.609
H -5.182 -1.784 -6.115
H -0.258 1.294 -5.064
H -0.899 2.314 6.694
H 4.669 -6.152 4.853
H 3.731 -4.028 1.073
H -1.069 0.195 -3.923
H -5.686 -0.132 -6.507
H -2.474 -0.611 4.535
H 4.052 1.739 -1.613
H 4.905 -5.213 2.892
H -0.144 -4.936 1.879
H 4.957 -3.438 2.996
H 1.390 0.618 -3.214
H -0.259 0.693 -1.507
H -4.545 1.073 -7.933
H 1.244 -0.965 -5.359
H 0.623 5.471 -0.142
H 2.568 -3.367 2.210
H -3.181 0.413 -5.248
H 1.230 3.462 0.956
H 0.651 -1.435 -6.967
H 2.046 3.461 -0.595
H -0.418 -5.579 3.514
H -0.102 -2.740 1.762
H -3.678 0.071 -9.119
H -5.767 -1.413 -7.752
H -2.011 4.338 -1.883
H -2.294 1.885 -8.533
H -1.265 -2.766 3.125
H 0.840 -0.428 5.502
H -0.265 0.231 6.719
H -2.271 0.888 6.053
H 1.359 3.176 5.346
H -1.496 6.032 -2.135
H -2.581 1.908 -4.551
H 0.215 -1.777 3.211
H 1.297 -0.341 7.173
H 5.430 -4.700 5.569
H 2.045 -5.945 3.762
H -0.241 2.284 -2.243
H -0.703 3.772 5.792
H 2.210 0.556 -1.636
H -1.302 4.830 -3.430
H 3.868 -5.290 6.176
H -0.049 2.119 2.917
H -1.551 0.332 3.635
```

Computed properties:
E (a.u.): -2317.85060
E_HOMO (eV): -9.17


Record 2
C23H52N4NbO4S as an isolated structure, computed with ωB97M-V/def2-TZVPD.

```
85
C23H52N4NbO4S | the OMol25 dataset | ωB97M-V/def2-TZVPD
Nb -1.804 -0.067 0.603
S -3.775 -1.157 -3.007
O -0.931 1.575 3.217
O 2.339 -3.698 -2.089
O 0.893 3.028 4.552
O -0.758 -1.593 1.348
N -1.540 -0.849 -1.405
N -3.299 -3.300 0.472
N -5.464 -2.729 1.337
N -3.481 -2.533 2.671
C 4.508 -2.605 -1.840
C 1.183 -2.975 -1.688
C -4.019 -2.362 1.326
C -0.737 3.088 -3.183
C 4.065 -1.135 -1.770
C 4.461 -0.294 -3.000
C 0.683 -2.868 2.849
C 3.488 -3.591 -1.272
C -2.490 -0.955 -2.081
C -0.606 2.799 2.618
C 0.121 1.826 -3.141
C 3.233 0.180 -3.791
C -3.912 -0.896 0.894
C -1.991 2.836 -0.966
C 2.688 1.526 -3.320
C -2.098 2.893 -2.510
C 2.083 2.535 3.969
C -0.195 -1.615 2.654
C -2.058 0.930 2.617
C 2.297 1.062 4.343
C 1.378 1.908 -4.033
C -2.865 1.741 -0.291
C 0.052 3.719 3.653
H -4.397 -0.298 1.682
H 1.727 -2.599 3.018
H -2.313 3.816 -0.591
H -0.229 3.911 -2.667
H 0.600 -3.501 1.966
H 0.312 -3.627 -1.782
H -5.501 -3.745 1.319
H 2.931 3.136 4.322
H 1.454 2.902 -4.480
H 0.644 4.466 3.105
H 3.447 0.213 -4.863
H 2.057 2.645 2.881
H -4.043 -1.943 3.276
H 3.219 -3.335 -0.240
H -2.873 1.663 2.519
H 2.513 1.456 -2.242
H -0.234 0.915 0.480
H 0.407 -0.717 2.799
H 2.434 -0.561 -3.667
H 0.355 -3.439 3.719
H -1.002 -1.634 3.386
H -0.698 4.236 4.252
H 0.421 1.599 -2.115
H 2.319 0.419 3.464
H 4.687 -2.909 -2.876
H -3.399 -3.045 -0.501
H 0.088 2.629 1.786
H 1.020 -2.099 -2.320
H -0.509 0.987 -3.447
H -3.607 1.394 -1.023
H -5.898 -2.404 0.480
H -3.677 -3.487 2.961
H -4.524 -0.742 -0.002
H -3.446 2.224 0.502
H -2.318 -3.296 0.723
H -0.944 2.732 -0.677
H 1.460 0.740 4.963
H 3.219 0.918 4.907
H 3.944 -4.586 -1.243
H -2.543 1.961 -2.871
H -0.871 3.373 -4.233
H 1.243 -2.637 -0.650
H 4.471 -0.690 -0.858
H 1.247 1.209 -4.865
H 5.045 0.576 -2.688
H 5.457 -2.741 -1.309
H -2.745 3.731 -2.781
H -1.503 3.291 2.224
H 5.088 -0.890 -3.668
H 2.981 -1.114 -1.661
H 3.451 2.294 -3.480
H -2.416 0.178 3.331
```

Computed properties:
Total charge: -1
E (a.u.): -1882.61209
E_HOMO (eV): -5.21


- Look up the E_HOMO of the first one.
  -9.17 eV


- The highest E_HOMO belongs to which entry?
  C23H52N4NbO4S